{
  "formula": "C10H16BF4N3O3S3SeW",
  "method": "ωB97M-V with the def2-TZVPD basis set",
  "homo_energy_ev": -14.75,
  "de_lowest_kj_mol": 129.3,
  "total_charge": 2,
  "largest_force_ev_per_a": 0.91,
  "symbols": ["F", "N", "C", "N", "H", "O", "B", "C", "N", "C", "H", "F", "C", "H", "H", "F", "H", "C", "H", "H", "C", "H", "Se", "S", "H", "H", "C", "H", "O", "F", "H", "C", "H", "C", "S", "O", "H", "H", "W", "S", "H", "C"],
  "coordinates": [[-2.245567, 0.250558, 0.925214], [-0.380842, -2.058064, -0.927253], [0.603978, 4.022370, 0.361154], [0.597744, -2.052839, 3.417380], [-0.506598, -1.954544, 5.176945], [-0.244300, -0.894046, 1.702641], [-3.188128, -1.046514, 0.743438], [0.020494, -2.984738, -1.632056], [1.674489, 3.002275, 0.404690], [-0.307318, 1.547678, -2.533893], [3.087676, 4.499557, 0.731403], [-2.952086, -1.087933, -0.663398], [0.734430, -1.477286, 2.258571], [3.361295, 3.544951, -0.739742], [0.678920, 4.638311, 1.254474], [-2.501263, -2.075486, 1.316833], [2.575578, -2.832093, 3.449205], [3.063040, 3.500511, 0.306921], [1.366931, -3.772834, 4.321754], [-1.187076, -3.037301, 3.937787], [-0.704564, -2.078285, 4.115479], [-1.335235, -1.277352, 3.750312], [0.553186, -4.250648, -2.568437], [-0.043668, 2.781546, -3.502865], [3.748429, 2.872627, 0.869542], [-0.364297, 3.540093, 0.315963], [2.049683, -1.454241, 1.515424], [3.166365, 0.828594, -0.384417], [0.202202, 1.317576, 0.545133], [-4.384844, -0.801057, 1.238579], [2.868013, -1.121527, 2.150024], [2.499339, 0.691172, 0.463039], [2.285822, -2.452776, 1.146030], [1.406750, 1.736006, 0.453443], [0.795825, 0.276498, -2.128390], [1.895138, -0.597226, 0.389058], [3.077964, 0.792813, 1.383128], [1.958609, -2.247766, 5.008344], [-0.629601, -0.352945, -0.254747], [-1.784585, 1.120526, -1.718528], [0.761543, 4.636852, -0.523058], [1.701441, -2.764924, 4.086509]],
  "forces_ev_per_a": [[0.3, 0.0, -0.1], [0.2, -0.1, -0.1], [0.2, -0.2, 0.0], [0.2, -0.1, 0.0], [0.0, 0.0, 0.0], [-0.4, -0.2, -0.1], [-0.3, -0.5, 0.3], [-0.1, -0.1, 0.2], [0.2, 0.1, 0.0], [-0.2, 0.1, -0.3], [0.0, 0.0, 0.0], [0.0, -0.3, 0.2], [0.0, -0.1, 0.3], [0.0, 0.0, 0.0], [0.0, 0.0, 0.0], [0.0, 0.1, 0.0], [0.0, 0.0, 0.0], [-0.3, 0.0, 0.0], [0.0, 0.0, 0.0], [0.0, 0.0, 0.0], [0.2, 0.0, -0.1], [0.0, 0.0, 0.0], [0.0, 0.1, 0.0], [0.0, 0.2, -0.1], [0.0, 0.0, 0.0], [0.0, 0.0, 0.0], [0.0, 0.0, -0.1], [0.0, -0.1, -0.1], [-0.1, 0.0, 0.0], [0.1, 0.3, -0.5], [0.0, 0.0, 0.0], [0.0, 0.0, 0.1], [0.0, 0.0, 0.0], [-0.1, 0.2, 0.0], [0.1, -0.3, 0.3], [-0.1, 0.0, -0.3], [0.0, 0.0, 0.0], [0.0, 0.0, 0.0], [0.5, 0.7, 0.1], [-0.3, 0.0, 0.3], [0.0, 0.0, 0.0], [-0.2, 0.1, -0.1]]
}